Record 1
C7H6Cl3NO2 | ωB97M-V/def2-TZVPD

```
! RIJCOSX wB97M-V def2-TZVPD def2/J DEFGRID3
* xyz 0 3
C -0.222 0.441 2.081
C 1.297 0.034 -1.543
Cl 1.122 -0.177 3.038
O -1.557 -1.986 0.474
H 2.252 -0.172 -1.998
H -2.152 0.695 0.165
O 0.487 -2.321 1.021
C 0.219 0.320 -2.271
Cl -1.759 -0.041 2.819
H -1.826 1.054 -2.243
H 1.900 -0.756 0.348
H 1.670 0.992 0.303
C 1.262 0.038 -0.046
H 0.260 0.337 -3.348
C -0.141 -0.150 0.499
Cl -0.129 2.199 1.984
C -1.219 0.468 -0.322
N -0.430 -1.624 0.673
C -1.035 0.652 -1.632
*
```

Computed properties:
LUMO energy (alpha / beta)   0.0040 / -0.0990 Eh
Orbital gap (alpha / beta)   6.16 / 8.11 eV
<S²>   2.0063


Record 2
CH5N3 | ωB97M-V/def2-TZVPD

```
! RIJCOSX wB97M-V def2-TZVPD def2/J DEFGRID3
* xyz 0 1
H 0.434 -1.991 -0.035
N 0.831 -1.025 -0.063
H -1.939 0.665 -0.147
H 1.797 -0.814 0.263
N 0.486 1.334 0.037
H 1.491 1.252 -0.198
N -1.340 -0.142 -0.050
H -1.793 -1.014 0.384
C 0.030 0.122 0.044
*
```

Computed properties:
LUMO energy   0.0302 Eh
ΔE to the lowest compared entry with this formula, charge and spin   13.9 kcal per mole
SMILES   N=C(N)N
Orbital gap   9.71 eV


Record 3
ClHNO2S | ωB97M-V/def2-TZVPD

```
! RIJCOSX wB97M-V def2-TZVPD def2/J DEFGRID3
* xyz -1 1
O -0.113 -0.559 -1.490
H 1.421 0.567 0.019
Cl -1.230 1.451 0.080
S -0.169 -0.319 -0.045
N 1.163 0.010 0.737
O -1.072 -1.151 0.698
*
```

Computed properties:
LUMO energy   0.1454 Eh
ΔE to the lowest compared entry with this formula, charge and spin   11.2 kcal per mole
Orbital gap   8.72 eV


Record 4
C5H7N2PS | ωB97M-V/def2-TZVPD

```
! RIJCOSX wB97M-V def2-TZVPD def2/J DEFGRID3
* xyz 0 1
H 1.465 -1.511 -1.784
H -3.004 -2.576 1.322
H 0.662 3.290 0.784
H -1.487 -2.471 2.802
C 0.647 1.469 -0.229
C 0.870 -0.712 -1.332
C 1.432 0.366 -0.637
N 1.273 2.524 0.399
H 2.440 0.241 -0.079
C -0.707 1.483 -0.705
S -0.665 -3.321 0.452
H -1.248 2.403 -0.697
P -2.105 -3.456 1.900
N -1.267 0.484 -1.436
H 2.144 2.268 0.910
C -0.451 -0.481 -1.672
*
```

Computed properties:
LUMO energy (alpha / beta)   -0.0719 / 0.0140 Eh
Orbital gap (alpha / beta)   6.10 / 8.59 eV


Record 5
C47H44FN9O3S3SiTl | ωB97M-V/def2-TZVPD

```
! RIJCOSX wB97M-V def2-TZVPD def2/J DEFGRID3
* xyz -1 1
Si -25.406 17.730 5.484
C -22.316 8.548 1.725
N -24.486 10.911 4.532
H -19.730 5.859 0.796
H -27.043 15.955 4.719
C -21.939 17.203 4.170
H -27.852 12.151 7.415
H -22.054 14.614 14.097
O -20.470 1.579 -0.565
C -23.148 12.392 8.519
H -26.809 19.395 6.817
H -27.250 15.905 0.432
H -22.179 0.814 -1.621
C -27.023 14.839 0.544
C -26.422 12.212 1.291
H -23.710 4.253 1.009
C -25.064 8.178 4.305
C -22.167 13.776 10.267
C -27.522 15.080 9.099
S -23.608 16.001 7.112
H -20.686 12.616 0.139
C -20.850 17.882 3.674
H -25.655 15.114 6.782
N -22.263 13.407 8.920
O -26.231 11.016 1.447
C -22.656 17.682 5.299
N -25.803 13.237 1.943
H -23.844 15.194 10.146
C -22.186 6.483 1.346
H -21.934 0.229 0.028
C -22.228 2.962 0.242
C -22.116 9.984 1.748
N -21.654 7.607 0.951
C -21.728 12.662 2.016
C -22.111 18.768 5.938
C -23.077 14.931 12.146
C -25.620 18.342 3.694
C -19.971 3.836 -0.029
H -22.031 14.097 8.208
C -21.218 13.191 11.059
C -21.419 10.632 0.722
H -27.759 16.998 5.845
C -25.458 10.370 5.235
C -22.657 4.147 0.787
H -27.610 10.544 -0.503
C -20.415 5.028 0.616
H -25.139 19.985 6.599
H -25.682 17.503 3.010
N -22.411 12.073 2.957
C -21.190 11.999 0.867
C -27.555 13.828 -0.100
H -25.338 7.146 4.229
C -27.346 14.030 6.417
C -27.667 13.183 7.587
C -21.440 0.571 -0.832
S -23.869 11.367 9.660
C -20.952 19.411 5.542
H -25.926 11.013 5.974
C -23.238 7.989 2.579
H -19.531 19.522 3.937
N -27.312 12.514 0.226
C -28.212 11.427 -0.202
H -28.023 13.011 9.671
H -20.392 17.531 2.739
N -23.158 6.616 2.314
S -27.539 13.346 4.881
H -27.735 15.427 10.087
H -23.522 5.828 2.874
H -20.501 12.987 13.121
C -22.708 10.747 2.781
H -23.233 13.267 6.662
C -21.749 5.187 0.901
C -22.081 14.387 12.995
C -21.218 13.491 12.441
C -26.818 16.461 5.639
N -23.802 17.056 5.704
C -23.763 10.150 3.660
H -21.485 13.674 2.109
C -26.084 14.526 1.631
H -23.854 15.529 12.586
H -28.167 13.961 -0.948
C -25.722 19.074 6.835
H -20.629 20.237 6.145
H -18.936 3.683 -0.318
C -20.395 19.023 4.354
C -26.745 15.363 6.753
H -26.616 18.830 3.632
H -22.988 2.180 0.028
H -28.822 11.736 -1.063
C -24.001 8.777 3.534
C -25.834 8.988 5.101
C -20.890 2.799 -0.140
H -26.768 16.899 8.331
N -23.239 12.392 7.172
H -24.845 19.029 3.425
H -20.910 -0.217 -1.256
C -27.011 15.872 8.151
C -27.754 13.683 8.828
H -22.635 19.044 6.845
H -26.640 8.531 5.649
H -28.854 10.992 0.617
H -21.008 10.101 -0.108
H -20.545 12.543 10.595
O -25.557 15.414 2.302
C -23.099 14.655 10.782
H -23.682 11.584 6.764
H -25.371 18.757 7.806
Tl -24.569 14.025 4.120
F -22.404 16.167 3.476
*
```

Computed properties:
LUMO energy   0.0639 Eh
ΔE to the lowest compared entry with this formula, charge and spin   24.8 kcal per mole
Orbital gap   5.69 eV


Record 6
C21H32N2O5 | ωB97M-V/def2-TZVPD

```
! RIJCOSX wB97M-V def2-TZVPD def2/J DEFGRID3
* xyz 0 1
C -0.517 0.633 0.445
C -2.511 3.035 -2.751
C 3.114 4.166 -2.994
H -0.822 -5.911 6.584
H 0.723 -0.686 -0.675
H 4.114 4.459 -3.324
H -2.500 3.681 -3.628
N -1.370 2.607 -0.622
H -0.751 2.329 -4.410
H -1.751 1.720 1.837
C 0.121 -0.580 0.214
H -3.508 3.041 -2.308
H 1.573 -3.983 6.613
H 1.430 0.595 -3.016
H 2.363 4.768 -3.516
C -1.277 0.777 1.606
C -1.483 3.533 -1.726
O -2.657 0.639 -2.566
H -0.750 -4.179 2.046
H -0.497 3.604 -2.190
O 0.945 3.206 -4.285
H 2.726 0.556 -4.210
C -0.279 -4.115 5.511
H 1.477 -5.376 5.536
H -2.072 -4.665 6.595
H 1.066 -0.559 -5.425
H -1.897 -4.635 4.193
C 1.797 2.430 -3.914
C 0.725 0.411 -5.060
C 1.719 0.927 -4.017
C 2.965 4.299 -1.485
H -1.323 -0.215 -5.299
C -2.162 1.598 -3.131
C -0.692 0.237 -4.522
H 1.772 -3.763 4.880
C -0.395 -3.732 2.985
H 0.488 -2.571 0.866
C -0.806 -4.614 4.160
C -1.402 -0.268 2.491
H -0.497 -3.045 5.582
H -1.981 -0.167 3.395
C 1.229 -4.321 5.638
C -0.782 -1.497 2.239
H 0.697 -3.636 2.934
O -0.988 -2.460 3.168
C -0.011 -1.641 1.089
C -0.353 1.712 -0.559
H 2.962 5.348 -1.202
H -0.450 -5.629 3.975
H 0.699 1.099 -5.909
C -1.000 -4.839 6.645
N -1.266 1.504 -4.124
H -0.642 -4.488 7.610
O 0.644 1.807 -1.260
H 2.033 3.834 -1.172
H -2.242 2.342 -0.188
H 3.783 3.793 -0.980
H -1.773 4.517 -1.343
O 2.950 2.797 -3.371
H -0.705 -0.432 -3.655
*
```

Computed properties:
LUMO energy   0.0303 Eh
ΔE to the lowest compared entry with this formula, charge and spin   12.8 kcal per mole
SMILES   CCOC(=O)CCCNC(=O)CCNC(=O)c1ccc(OCCC(C)C)cc1
Orbital gap   9.41 eV


Number 1: E_tot -1855.90430 Eh. Number 2: E_tot -205.36888 Eh. Number 3: E_tot -1064.25835 Eh. Number 4: E_tot -1043.62896 Eh. Number 5: E_tot -4292.50142 Eh. Number 6: E_tot -1305.19228 Eh.